Record 1
{"formula": "C45H41CaI3N8O5", "method": "ωB97M-V with the def2-TZVPD basis set", "e_lumo_ev": 3.051, "charge": -2, "elements": ["Ca", "I", "C", "C", "C", "I", "C", "C", "C", "C", "N", "C", "C", "O", "H", "H", "H", "H", "C", "O", "C", "C", "C", "C", "C", "C", "N", "N", "C", "C", "C", "C", "O", "C", "N", "C", "C", "C", "C", "H", "H", "H", "H", "H", "H", "H", "H", "H", "H", "H", "H", "I", "C", "C", "C", "C", "N", "C", "H", "H", "H", "H", "O", "C", "C", "C", "C", "C", "C", "C", "H", "H", "H", "H", "H", "C", "C", "C", "C", "H", "H", "H", "H", "H", "H", "H", "H", "H", "C", "N", "C", "C", "O", "N", "C", "N", "H", "H", "H", "H", "H", "H", "H"], "xyz": [[-1.5978, 0.1958, -0.1141], [-1.1921, -2.4267, 4.5263], [-2.6934, -1.1107, 3.8957], [-3.7473, -0.8417, 4.7833], [-4.7466, 0.0131, 4.4210], [-6.2526, 0.4099, 5.8349], [-4.7747, 0.5966, 3.1287], [-5.8185, 1.4105, 2.6353], [-5.8028, 1.8401, 1.3468], [-4.7231, 1.4868, 0.5175], [-3.7137, 0.7759, 0.9535], [-3.7075, 0.3157, 2.2380], [-2.5665, -0.5170, 2.6336], [-1.5610, -0.6828, 1.8587], [-3.7634, -1.3139, 5.7552], [-6.6424, 1.6670, 3.2885], [-6.6168, 2.4305, 0.9468], [-4.7025, 1.7691, -0.5366], [8.6662, -1.6526, 5.8569], [8.0351, -0.4210, 5.5866], [7.8831, -0.0941, 4.2611], [8.5504, -0.7201, 3.2263], [8.3393, -0.3007, 1.9086], [7.4509, 0.7160, 1.6002], [6.7937, 1.3494, 2.6725], [7.0101, 0.9558, 3.9754], [7.4076, 1.2169, 0.2647], [6.3443, 1.6135, -0.2995], [5.0654, 1.2888, 0.1136], [4.7308, 0.0560, 0.7758], [3.4638, -0.3054, 1.1414], [2.4621, 0.6558, 0.8494], [1.1096, 0.6817, 1.1464], [2.7547, 1.7910, 0.2008], [1.5781, 2.5389, 0.0817], [1.6230, 3.7926, -0.5808], [2.8331, 4.1953, -1.0225], [4.0638, 3.4599, -0.8638], [4.0218, 2.2133, -0.2487], [8.5394, -1.8429, 6.9201], [9.7363, -1.6226, 5.6281], [8.2103, -2.4684, 5.2888], [9.2403, -1.5326, 3.4165], [8.8689, -0.7921, 1.0994], [6.1089, 2.1613, 2.4593], [6.5027, 1.4489, 4.7974], [5.5298, -0.6561, 0.9279], [3.2374, -1.2743, 1.5649], [0.6934, 4.3275, -0.6900], [2.8642, 5.1522, -1.5312], [4.9987, 3.8648, -1.2236], [-0.1466, 4.0762, -5.6676], [-1.0955, 3.7796, -3.8289], [-1.9559, 4.7380, -3.3323], [-2.5321, 4.5056, -2.0994], [-2.2272, 3.3278, -1.4306], [-1.4189, 2.3964, -1.9300], [-0.8600, 2.6162, -3.1151], [-2.1760, 5.6355, -3.8952], [-3.2048, 5.2297, -1.6577], [-2.6306, 3.1378, -0.4416], [-0.2069, 1.8363, -3.4905], [-0.6034, 2.1676, 0.8254], [0.5882, 1.8642, 0.6745], [1.5930, -1.7127, -3.7861], [0.3650, -1.1292, -4.0917], [-0.4857, -0.7011, -3.0717], [-0.1791, -0.8350, -1.6963], [1.0686, -1.4482, -1.4502], [1.9452, -1.8722, -2.4507], [2.2663, -2.0329, -4.5751], [0.0715, -0.9976, -5.1306], [-1.4330, -0.2365, -3.3683], [1.3949, -1.6120, -0.4209], [2.9058, -2.3112, -2.1893], [-6.4306, 0.4451, -3.5825], [-4.9637, 0.3859, -4.0957], [-4.5706, -1.0902, -4.1981], [-3.9436, 1.1565, -3.2903], [-7.1454, -0.0840, -4.2494], [-6.7479, 1.4862, -3.4918], [-6.4798, -0.0166, -2.5888], [-4.9847, 0.8037, -5.1142], [-4.5454, -1.5386, -3.1975], [-3.5737, -1.1866, -4.6361], [-5.2835, -1.6660, -4.8084], [-3.7051, 0.7152, -2.3115], [-4.0404, 2.2508, -3.2878], [-1.5208, -6.0415, 0.5071], [-2.3512, -4.8880, 0.2792], [-3.6187, -4.9147, -0.4131], [-3.8972, -3.4108, -0.5833], [-4.9114, -2.9855, -1.0853], [-2.8242, -2.6986, -0.0924], [-1.9647, -3.5860, 0.3768], [-0.7836, -3.2566, 0.9089], [-2.1605, -6.9120, 0.6416], [-0.9349, -5.9256, 1.4207], [-0.8353, -6.2402, -0.3244], [-4.4030, -5.3840, 0.1831], [-3.5654, -5.4009, -1.3903], [-0.7081, -2.3026, 1.2413], [-0.2438, -3.9515, 1.3857]], "mulliken_charge": [1.15, -0.10, -0.62, -0.46, -0.16, -0.03, 0.85, -0.57, -1.48, -0.23, 0.52, -0.13, 0.22, -0.26, 0.31, 0.15, 0.42, 0.46, -0.88, -0.44, 0.85, -0.23, -0.64, -0.18, 0.15, -0.68, -0.84, -0.38, -0.29, -0.57, -1.22, 0.67, -0.43, 1.36, 0.16, -0.50, -0.66, -0.97, 0.82, 0.24, 0.31, 0.38, 0.33, 0.34, 0.39, 0.39, 0.39, 0.48, 0.48, 0.37, 0.48, 0.00, -0.75, -0.41, -1.00, -0.48, 1.48, -0.41, 0.41, 0.42, 0.35, 0.47, -0.80, 0.23, -0.55, -0.55, -0.55, 0.22, 0.05, -0.57, 0.32, 0.40, 0.48, -0.01, 0.35, -1.57, 0.64, -1.08, -0.49, 0.48, 0.44, 0.13, 0.21, -0.04, 0.25, 0.45, -0.34, 0.08, -1.12, 0.13, -0.47, 0.04, -0.69, 0.33, -0.02, 0.10, 0.36, 0.36, 0.29, 0.31, 0.31, -0.17, 0.24]}

Record 2
{"formula": "C45H41N2OP2ReSi", "method": "ωB97M-V with the def2-TZVPD basis set", "e_lumo_ev": [-9.460, -9.799], "spin_multiplicity": 2, "s_squared": 0.76, "charge": 3, "elements": ["Re", "C", "Si", "C", "C", "C", "C", "C", "C", "P", "C", "C", "C", "C", "C", "C", "C", "C", "C", "C", "C", "C", "C", "C", "C", "C", "C", "C", "P", "C", "C", "C", "C", "C", "C", "C", "C", "C", "C", "C", "C", "H", "H", "H", "H", "H", "H", "H", "H", "H", "H", "H", "H", "H", "H", "H", "H", "H", "H", "H", "H", "H", "H", "H", "H", "H", "H", "H", "H", "H", "H", "H", "C", "C", "O", "N", "C", "C", "C", "C", "C", "C", "N", "H", "H", "H", "H", "H", "H", "H", "H", "H", "H"], "xyz": [[0.5047, -0.8871, 0.1967], [4.1206, -0.8315, 1.1529], [2.7042, -0.0626, 0.2525], [1.7481, -1.4957, -1.4842], [3.0751, -1.9344, -1.6650], [3.4455, -2.5786, -2.8382], [2.5164, -2.8474, -3.8418], [1.1971, -2.4496, -3.6911], [0.8472, -1.7783, -2.5300], [-0.6287, -0.9865, -1.9564], [-0.9633, 0.3540, -3.0982], [0.1212, 1.0232, -3.6727], [-0.1056, 2.0368, -4.5881], [-1.4086, 2.3733, -4.9416], [-2.4857, 1.7031, -4.3778], [-2.2690, 0.6946, -3.4483], [-2.0795, -2.0420, -1.8945], [-2.7083, -2.3612, -0.6925], [-3.7986, -3.2177, -0.6840], [-4.2531, -3.7707, -1.8733], [-3.6262, -3.4612, -3.0750], [-2.5451, -2.5954, -3.0909], [3.0115, 1.6667, -0.1510], [4.2523, 2.2518, -0.4231], [4.3453, 3.6262, -0.5621], [3.2110, 4.4164, -0.4094], [1.9756, 3.8505, -0.1158], [1.8702, 2.4713, 0.0149], [0.2974, 1.6416, 0.4212], [0.0568, 1.5424, 2.2159], [1.0253, 1.3347, 3.1118], [0.7062, 0.7835, 4.4632], [-1.0542, -0.3874, 5.1218], [-2.1445, -0.1626, 4.0574], [-1.6789, -0.2685, 2.5831], [-0.9251, 2.9197, -0.0222], [-1.4429, 3.0882, -1.2994], [-2.2362, 4.1892, -1.5981], [-2.4999, 5.1460, -0.6341], [-1.9533, 5.0110, 0.6372], [-1.1701, 3.9124, 0.9415], [5.0475, -0.5858, 0.6253], [4.0723, -1.9125, 1.2722], [4.1944, -0.3586, 2.1384], [3.8487, -1.8404, -0.9118], [4.4713, -2.9015, -2.9614], [2.8275, -3.3730, -4.7348], [0.4663, -2.6551, -4.4630], [1.1384, 0.7474, -3.4159], [0.7298, 2.5558, -5.0391], [-1.5822, 3.1564, -5.6684], [-3.4967, 1.9602, -4.6648], [-3.1120, 0.1849, -3.0009], [-2.3596, -1.9319, 0.2426], [-4.3019, -3.4481, 0.2460], [-5.1058, -4.4364, -1.8673], [-3.9855, -3.8888, -4.0011], [-2.0735, -2.3474, -4.0345], [5.1398, 1.6411, -0.5369], [5.2976, 4.0856, -0.7910], [3.2886, 5.4900, -0.5217], [1.1098, 4.4888, -0.0039], [2.0708, 1.5025, 2.8550], [1.5200, 0.9479, 5.1642], [-1.3453, -0.9062, 6.0291], [-3.1331, -0.5563, 4.2701], [-2.4821, -0.5371, 1.8981], [-1.2145, 2.3855, -2.0781], [-2.6379, 4.2989, -2.5966], [-3.1167, 6.0028, -0.8704], [-2.1315, 5.7665, 1.3907], [-0.7337, 3.8449, 1.9307], [-0.1883, -5.2213, 0.8013], [0.3514, -3.8945, 1.1996], [0.3609, -2.9536, 0.3621], [0.8216, -3.7115, 2.4275], [1.3835, -2.4463, 2.8697], [0.2994, -1.4257, 3.1815], [0.3043, -0.7956, 4.5198], [-0.6779, 1.1184, 5.0730], [-1.8021, 1.3606, 4.0438], [-1.3731, 1.2584, 2.5661], [-0.5124, -1.0901, 2.2409], [0.2750, -5.5235, -0.1372], [-1.2592, -5.1134, 0.6167], [-0.0268, -5.9856, 1.5577], [0.8367, -4.4985, 3.0597], [2.0637, -2.0722, 2.1001], [1.9863, -2.6323, 3.7548], [0.9471, -1.3359, 5.2090], [-0.6659, 1.7583, 5.9488], [-2.5281, 2.1305, 4.2839], [-2.0619, 1.7758, 1.9092]], "lowdin_spin": [0.84, 0.00, 0.00, -0.01, 0.02, 0.00, 0.04, -0.01, 0.04, -0.01, 0.00, 0.00, 0.00, 0.00, 0.00, 0.00, 0.00, 0.00, 0.00, 0.00, 0.00, 0.00, 0.00, 0.00, 0.00, 0.00, 0.00, 0.00, 0.00, 0.01, 0.02, 0.00, 0.00, 0.00, 0.00, 0.00, 0.00, 0.00, 0.00, 0.00, 0.00, 0.00, 0.00, 0.00, 0.00, 0.00, 0.00, 0.00, 0.00, 0.00, 0.00, 0.00, 0.00, 0.00, 0.00, 0.00, 0.00, 0.00, 0.00, 0.00, 0.00, 0.00, 0.00, 0.00, 0.00, 0.00, 0.00, 0.00, 0.00, 0.00, 0.00, 0.00, 0.00, 0.00, 0.02, 0.00, 0.00, 0.00, 0.00, 0.00, 0.00, 0.00, 0.01, 0.00, 0.00, 0.00, 0.00, 0.00, 0.00, 0.00, 0.00, 0.00, 0.00]}

Per-record E_tot, eV: -112229.2646 -80917.9448